No. 1
{"formula": "C40H46MnN3O3PS6Si", "method": "ωB97M-V/def2-TZVPD", "lumo_energy_ev": [1.3392, 1.7388], "total_charge": -1, "relative_energy_ev": 0.000, "orbital_gap_ev": [6.247, 6.726], "spin_multiplicity": 5, "homo_ev": [-4.91, -4.99], "elements": ["Mn", "C", "C", "C", "C", "C", "C", "P", "C", "C", "C", "C", "C", "C", "C", "C", "C", "C", "C", "C", "C", "C", "C", "C", "H", "H", "H", "H", "H", "H", "H", "H", "H", "H", "H", "H", "H", "H", "H", "H", "N", "C", "N", "C", "N", "C", "S", "C", "C", "S", "S", "C", "S", "S", "H", "H", "H", "C", "C", "C", "C", "O", "Si", "S", "O", "C", "C", "C", "C", "O", "C", "C", "C", "C", "H", "H", "H", "H", "H", "H", "H", "H", "H", "H", "H", "H", "H", "H", "H", "H", "H", "H", "H", "H", "H", "H", "H", "H", "H", "H", "H"], "coordinates": [[-1.757085, 0.050611, 22.181717], [-6.696477, -3.303261, 24.427652], [-6.047081, -2.092171, 24.716076], [-4.992404, -1.664419, 23.924171], [-4.537505, -2.426927, 22.845701], [-5.144786, -3.669677, 22.554333], [-6.266568, -4.035665, 23.305374], [-2.932231, -2.056635, 22.081698], [-2.844794, -2.824986, 20.469877], [-1.657391, -3.496964, 20.084155], [-1.660668, -4.290003, 18.927938], [-2.748388, -4.208313, 18.051807], [-3.885729, -3.496097, 18.403519], [-3.936996, -2.878522, 19.650200], [-1.823239, -3.023719, 23.087717], [-1.937758, -4.393375, 23.337606], [-1.053983, -5.015133, 24.255541], [0.050154, -4.370177, 24.777063], [0.230655, -2.987865, 24.481669], [1.335459, -2.276995, 24.909043], [1.558409, -0.913618, 24.541968], [0.732906, -0.333550, 23.606435], [-0.410649, -0.987270, 23.220224], [-0.657534, -2.333402, 23.557108], [-7.562128, -3.667894, 24.995783], [-6.338670, -1.438778, 25.578716], [-4.531054, -0.693544, 24.156714], [-4.811191, -4.319365, 21.756046], [-6.804798, -4.975318, 23.011096], [-0.823718, -3.363992, 20.752382], [-0.784373, -4.880689, 18.670802], [-2.678049, -4.685286, 17.050514], [-4.752036, -3.422132, 17.720604], [-4.867535, -2.399539, 19.976601], [-2.820560, -4.843956, 22.845626], [-1.278160, -6.012680, 24.572012], [0.789713, -4.855927, 25.397062], [2.079243, -2.712739, 25.606508], [2.360299, -0.372756, 25.045133], [0.966645, 0.613574, 23.166466], [3.030562, 2.073561, 18.181642], [1.940895, 1.767742, 18.513130], [0.731103, 1.330435, 18.791578], [0.384602, 1.020152, 19.978976], [-0.130543, 0.770471, 21.035170], [-2.378820, 0.476663, 17.202117], [-3.982221, 1.396938, 17.140322], [-4.797861, 0.666551, 18.484949], [-4.472959, 0.638981, 19.862495], [-3.175059, 1.376916, 20.672969], [-5.807578, 0.075744, 20.830331], [-6.917375, -0.409033, 19.580136], [-8.469782, -0.830708, 19.788463], [-6.273177, -0.113263, 17.950201], [-1.756592, 1.036347, 16.472934], [-2.465598, -0.590138, 16.933631], [-1.928226, 0.638138, 18.175737], [-3.607400, 5.269675, 21.618855], [-2.340564, 5.412151, 22.542578], [-1.070638, 5.632415, 21.713333], [-2.533031, 6.370217, 23.712108], [-2.126668, 4.041365, 23.066402], [-2.714491, 3.345692, 24.427773], [-2.317603, 1.230435, 24.311049], [-4.323567, 3.663846, 24.515980], [-5.340233, 3.657482, 25.548952], [-5.108701, 4.826161, 26.471525], [-5.386366, 2.254711, 26.109890], [-6.632595, 3.888633, 24.782240], [-2.051988, 3.851284, 25.842885], [-0.804394, 3.917812, 26.571628], [-1.123895, 3.216276, 27.849883], [-0.562492, 5.393969, 26.905897], [0.348327, 3.314686, 25.741351], [-3.769681, 6.252933, 21.196154], [-4.390996, 4.846314, 22.232956], [-3.402136, 4.587871, 20.789319], [-1.128446, 6.556901, 21.149288], [-0.929590, 4.816293, 20.997350], [-0.235358, 5.710786, 22.353517], [-2.833708, 7.363124, 23.302581], [-1.603133, 6.539010, 24.259874], [-3.372118, 6.048261, 24.357245], [-4.041214, 4.915659, 26.819834], [-5.742948, 4.691703, 27.319825], [-5.281614, 5.802687, 26.017757], [-4.544555, 2.062629, 26.736619], [-5.388023, 1.539180, 25.309031], [-6.284095, 2.075463, 26.658771], [-6.705197, 4.893035, 24.317573], [-7.470636, 3.753602, 25.482445], [-6.732967, 3.140288, 24.001897], [-1.959563, 3.635925, 28.383074], [-0.274928, 3.156648, 28.529094], [-1.368548, 2.173049, 27.583110], [-1.518245, 5.890967, 27.121554], [-0.112550, 5.972288, 26.103410], [0.119138, 5.542932, 27.759153], [0.045501, 2.351206, 25.361717], [1.187209, 3.239730, 26.378239], [0.604690, 3.920828, 24.875064]], "forces_ev_per_a": [[0.07, 2.00, -0.16], [0.18, 0.23, -0.71], [-0.52, -0.01, 0.73], [0.25, 0.57, -0.18], [0.01, -1.11, -0.09], [-0.82, 1.01, 0.79], [-0.32, -1.01, 0.03], [0.05, 0.70, 0.29], [0.87, -1.13, -0.28], [-1.09, -0.06, -0.17], [0.28, 1.04, 0.36], [0.11, -0.40, -0.69], [-0.29, -0.05, -0.33], [-1.35, 0.50, -0.55], [1.64, -1.63, 0.56], [-0.87, 1.93, -0.06], [0.38, 0.00, -0.08], [-1.16, 0.54, -0.60], [0.04, -0.58, -1.44], [1.70, 2.38, 1.01], [0.24, -2.59, 1.09], [-0.46, 0.06, -0.11], [-0.36, -0.60, -0.62], [-0.46, 0.11, 1.21], [0.48, 0.30, -0.17], [0.14, -0.83, -0.90], [0.02, -0.45, -0.19], [0.04, 0.17, -0.07], [0.55, 0.98, 0.46], [0.45, -0.49, -0.12], [-0.13, 0.19, -0.01], [-0.14, 0.22, 0.91], [0.61, -0.10, 0.48], [0.30, -0.16, -0.24], [0.77, -0.40, 0.76], [0.11, -0.59, -0.10], [-0.19, -0.18, 0.20], [-0.71, 0.06, -0.44], [0.00, -0.12, -0.47], [-0.05, 0.56, 0.17], [-2.18, -0.34, 0.61], [2.54, 0.19, -0.73], [0.03, 0.04, 0.12], [-1.95, -0.34, 2.75], [0.98, 0.27, -2.63], [0.00, 0.83, -0.75], [1.25, -0.44, 0.09], [0.41, -0.49, 2.08], [-1.47, 0.10, -3.03], [0.74, 0.39, 0.21], [-0.44, -0.61, -0.09], [0.59, 0.96, -1.02], [-0.67, -0.62, 0.42], [0.04, -0.02, 1.76], [-0.20, -0.60, 0.32], [-0.11, 0.56, 0.15], [-0.05, -0.18, 0.11], [1.77, 0.29, 0.67], [-0.30, -2.29, -0.54], [-1.30, 0.29, -0.50], [-0.62, 1.01, -0.83], [-0.08, 0.70, 0.41], [0.33, -1.48, -0.26], [0.00, 0.22, -0.29], [0.20, 0.49, 0.04], [0.44, 0.23, -2.15], [1.83, 0.13, 0.69], [0.07, 0.45, 0.31], [-0.70, 0.31, 0.08], [-0.01, 0.63, -0.22], [-0.56, 0.99, -1.08], [0.66, -2.07, 0.17], [0.13, 0.67, 0.04], [-1.39, 0.39, 0.11], [-0.70, 0.26, -0.02], [-0.49, 0.30, -0.07], [0.12, -0.05, 0.24], [-0.11, 0.31, -0.17], [-0.09, 0.05, 0.28], [1.09, -0.09, 0.77], [0.19, -0.50, 0.20], [-0.17, -0.31, 0.15], [0.62, 0.03, -0.18], [-0.97, -0.59, -0.19], [-0.50, 0.23, 0.81], [-0.44, -0.21, -0.29], [0.72, -0.24, 0.49], [0.20, -0.19, -0.56], [-0.72, 0.05, 0.68], [0.20, -0.52, 0.32], [0.03, 0.20, -0.23], [0.01, -0.10, -0.14], [-0.36, 0.39, -0.01], [0.19, 0.19, 0.05], [-0.10, 0.27, 0.23], [0.18, -0.26, 0.16], [0.03, -0.16, -0.43], [-0.28, -0.32, -0.10], [0.00, -0.48, 0.06], [1.19, -0.24, 0.62], [-0.13, 0.28, 0.04]]}

No. 2
{"formula": "C40H46N5O5SSiTeTl", "method": "ωB97M-V/def2-TZVPD", "lumo_energy_ev": -1.4461, "total_charge": 0, "relative_energy_ev": 0.435, "orbital_gap_ev": 4.468, "spin_multiplicity": 1, "homo_ev": -5.91, "elements": ["Tl", "C", "Si", "C", "C", "N", "C", "C", "C", "C", "C", "C", "O", "C", "C", "C", "C", "C", "C", "H", "H", "H", "H", "H", "H", "H", "H", "H", "H", "H", "H", "H", "H", "H", "H", "H", "H", "Te", "C", "C", "C", "C", "C", "C", "H", "H", "H", "H", "H", "C", "C", "C", "C", "C", "N", "C", "O", "N", "C", "C", "C", "C", "N", "C", "C", "C", "H", "H", "H", "H", "H", "H", "H", "H", "H", "H", "H", "H", "H", "O", "C", "C", "C", "C", "O", "N", "H", "H", "H", "H", "C", "S", "C", "O", "H", "H", "H", "H", "H", "H"], "coordinates": [[0.171509, 0.127168, 0.588605], [5.018839, -0.710263, -2.615598], [3.170233, -0.935857, -2.229889], [2.375158, -1.875624, -3.685686], [3.213125, -2.185842, -0.804293], [2.347467, 0.499023, -1.793089], [2.458855, 1.605723, -2.573566], [3.058109, 1.581934, -3.867148], [3.256648, 2.697452, -4.651156], [2.900650, 3.956394, -4.188248], [2.293205, 4.038730, -2.947830], [2.037076, 2.905944, -2.187341], [1.385865, 3.106538, -0.934364], [0.529024, 4.170257, -0.938602], [-0.509931, 4.307381, -1.858663], [-1.337619, 5.408613, -1.783657], [-1.138999, 6.397082, -0.810148], [-0.095822, 6.282077, 0.082896], [0.734229, 5.153194, 0.047317], [5.444943, -1.605829, -3.077003], [5.566897, -0.521658, -1.687425], [5.213886, 0.133836, -3.280070], [3.134295, -2.370634, -4.298688], [1.801989, -1.211484, -4.339260], [1.691087, -2.645266, -3.318892], [4.192141, -2.667704, -0.786761], [2.471039, -2.968405, -0.944888], [3.062255, -1.756094, 0.192009], [3.348501, 0.614022, -4.257556], [3.711914, 2.590044, -5.628876], [3.073866, 4.849183, -4.773795], [1.990911, 5.007864, -2.568602], [-0.633423, 3.561960, -2.633702], [-2.138831, 5.520571, -2.503010], [-1.790429, 7.260589, -0.778504], [0.107993, 7.065870, 0.801561], [1.674042, 5.127811, 0.585770], [-0.287345, 3.324718, 1.717611], [-0.163380, 4.941380, 3.116723], [1.059893, 5.136778, 3.753185], [1.260158, 6.245679, 4.563417], [0.234851, 7.165362, 4.740803], [-0.986232, 6.974954, 4.107892], [-1.185546, 5.866872, 3.295603], [1.853989, 4.414576, 3.604881], [2.220454, 6.399046, 5.038950], [0.387195, 8.032889, 5.370377], [-1.779734, 7.700442, 4.236979], [-2.135953, 5.733746, 2.791176], [3.604289, -6.467126, -0.082771], [2.178478, -6.367048, -0.557903], [1.166289, -5.910021, 0.273329], [-0.154855, -5.856873, -0.147884], [-0.496269, -6.262956, -1.433619], [-1.830372, -6.343141, -1.912790], [-3.008046, -6.052684, -1.255762], [-3.988407, -6.763415, -1.345984], [-3.001899, -4.882151, -0.500923], [-2.619356, -3.641852, -1.103276], [-3.075351, -3.296408, -2.370864], [-2.781594, -2.042766, -2.870977], [-2.045672, -1.170130, -2.086163], [-1.577927, -1.500234, -0.887516], [-1.841944, -2.720099, -0.415298], [0.515311, -6.709228, -2.281296], [1.827302, -6.759774, -1.846015], [3.720317, -6.015785, 0.901778], [4.283180, -5.967230, -0.776109], [3.911266, -7.513003, -0.016962], [1.402978, -5.590642, 1.282010], [-0.917357, -5.532367, 0.541926], [-1.966687, -7.067042, -2.600102], [-3.831730, -4.821409, 0.071971], [-3.671570, -4.000680, -2.939545], [-3.143169, -1.743631, -3.845462], [-1.818060, -0.165613, -2.426677], [-1.428771, -2.964513, 0.555509], [0.267729, -7.035596, -3.285694], [2.595392, -7.126758, -2.518029], [-0.596598, -1.632435, 2.788586], [-1.797679, -1.677370, 2.499232], [-2.690894, -2.885110, 2.811808], [-3.971764, -2.570950, 2.053100], [-3.757528, -1.128334, 1.582205], [-4.622500, -0.467611, 1.025616], [-2.495282, -0.695802, 1.875678], [-2.837243, -2.920727, 3.892981], [-2.196862, -3.811171, 2.515861], [-4.880791, -2.627036, 2.650570], [-4.115233, -3.199944, 1.174231], [-3.242627, 2.698681, 3.558906], [-1.898439, 1.774872, 4.302374], [-1.618671, 2.924363, 5.682757], [-0.650750, 2.091528, 3.444279], [-4.082933, 2.702114, 4.253382], [-3.533911, 2.174019, 2.649946], [-2.891414, 3.708132, 3.357690], [-2.428611, 2.796626, 6.402693], [-1.560936, 3.955264, 5.336059], [-0.671879, 2.630024, 6.133697]], "forces_ev_per_a": [[0.08, -0.39, -0.29], [-0.06, 0.25, -0.04], [0.12, -0.25, 0.20], [0.05, 0.13, -0.01], [-0.17, 0.18, 0.13], [-0.30, 0.32, 0.14], [0.03, -0.56, 0.48], [-0.18, 0.08, -0.22], [0.12, -0.03, 0.00], [-0.03, 0.13, -0.08], [-0.03, -0.13, 0.07], [0.08, 0.25, -0.30], [-0.28, 0.19, -0.31], [0.53, -0.19, 0.37], [-0.30, -0.10, -0.05], [0.12, -0.04, 0.10], [0.00, 0.06, 0.03], [-0.25, -0.02, 0.00], [0.25, -0.16, -0.39], [-0.06, -0.03, 0.04], [-0.04, -0.02, 0.00], [0.07, -0.07, 0.03], [-0.04, -0.03, 0.01], [0.05, -0.01, 0.03], [-0.01, 0.00, 0.01], [0.05, -0.06, -0.03], [-0.17, -0.16, 0.04], [0.00, 0.10, -0.10], [-0.04, 0.12, -0.05], [0.00, -0.03, 0.00], [0.01, -0.01, 0.00], [0.09, 0.02, -0.03], [0.03, 0.00, 0.03], [-0.01, -0.03, 0.03], [0.03, 0.00, -0.02], [-0.05, -0.04, 0.03], [-0.07, -0.05, 0.10], [-0.16, 0.66, 0.83], [0.23, -0.05, -0.46], [0.00, -0.13, -0.01], [-0.05, 0.00, 0.03], [0.02, -0.01, 0.02], [-0.03, 0.01, 0.08], [-0.09, -0.08, -0.08], [0.04, 0.07, 0.01], [-0.03, -0.02, 0.03], [0.01, 0.00, -0.03], [-0.01, -0.03, 0.00], [0.04, 0.06, -0.06], [-0.08, 0.01, -0.08], [0.10, 0.01, 0.05], [0.02, 0.05, -0.06], [-0.09, -0.02, -0.04], [0.00, 0.02, 0.16], [0.07, 0.08, -0.11], [-0.03, -0.04, 0.03], [0.05, 0.04, 0.02], [0.25, 0.05, 0.06], [0.06, 0.07, -0.10], [0.00, -0.01, 0.07], [-0.08, -0.07, -0.08], [0.09, 0.09, 0.05], [0.27, -0.22, -0.08], [-0.04, -0.05, -0.17], [0.00, 0.03, -0.06], [-0.02, -0.03, -0.01], [0.03, 0.01, -0.02], [0.00, 0.01, 0.05], [0.03, 0.01, 0.02], [0.01, -0.01, -0.02], [-0.06, 0.04, 0.01], [-0.07, -0.09, 0.04], [-0.09, -0.05, -0.09], [-0.01, 0.02, 0.02], [0.06, 0.05, 0.02], [0.02, -0.05, -0.05], [0.02, -0.10, -0.09], [-0.01, 0.03, 0.01], [-0.03, 0.03, -0.01], [0.00, 0.13, -0.23], [-0.55, 0.19, 0.01], [0.09, 0.01, 0.00], [0.01, 0.05, 0.13], [-0.18, 0.27, 0.03], [0.18, -0.13, 0.10], [0.55, 0.23, 0.34], [0.01, -0.05, -0.01], [0.01, -0.01, 0.04], [0.00, -0.02, -0.03], [-0.07, 0.08, 0.07], [-0.08, -0.43, -0.14], [0.14, 1.10, 0.19], [-0.10, -0.48, 0.08], [-0.01, -0.54, -0.22], [0.07, -0.03, 0.06], [0.02, -0.01, -0.09], [-0.06, -0.03, -0.01], [0.04, 0.00, -0.01], [-0.04, -0.12, -0.16], [-0.05, -0.02, 0.01]]}